{"formula": "C3H2NO3", "method": "ωB97M-V/def2-TZVPD", "s2": 2.026, "energy_ha": -395.89513, "charge": -1, "multiplicity": 3, "orbital_gap_ha": [0.166, 0.297], "relative_energy_kcal_mol": 0.0, "elements": ["C", "C", "C", "N", "O", "O", "O", "H", "H"], "positions_angstrom": [[-0.8144, -1.0370, -0.4446], [1.1679, -0.3350, 0.0345], [0.0110, 1.1719, 0.3689], [0.4453, -1.3636, -0.5154], [0.0039, 2.1121, -0.4013], [2.3232, -0.2598, 0.3981], [-1.2880, 0.0404, -0.1067], [-1.6606, -1.7048, -0.7954], [-0.1882, 1.3758, 1.4618]], "forces_ev_per_a": [[-1.373, -5.773, -2.578], [-0.754, -1.116, -1.381], [-1.329, -0.436, -0.623], [0.663, 1.740, 1.334], [0.623, -0.564, 0.362], [1.221, 0.806, 0.794], [-0.861, 6.160, 2.568], [1.394, -0.080, 0.081], [0.417, -0.736, -0.555]]}

{"formula": "C42H69BFN3O11P2S", "method": "ωB97M-V/def2-TZVPD", "energy_ha": -3839.32085, "orbital_gap_ha": 0.257, "smiles": "CCP(CC)c1c(F)c(C[C@H](C)O)c2c(c1S)C(=O)c1c(C[C@H](O)CN)c(N)c(P(CC)CC)c(B(O)N(C)C)c1C2=O.CCOC(C)=O.CCOC(C)=O.CCOC(C)=O", "elements": ["C", "C", "P", "C", "C", "C", "C", "F", "C", "C", "C", "C", "O", "C", "C", "C", "S", "C", "O", "C", "C", "C", "C", "O", "C", "N", "C", "N", "C", "P", "C", "C", "C", "C", "C", "B", "O", "N", "C", "C", "C", "C", "O", "H", "H", "H", "H", "H", "H", "H", "H", "H", "H", "H", "H", "H", "H", "H", "H", "H", "H", "H", "H", "H", "H", "H", "H", "H", "H", "H", "H", "H", "H", "H", "H", "H", "H", "H", "H", "H", "H", "H", "H", "H", "H", "H", "H", "H", "C", "C", "O", "C", "C", "O", "H", "H", "H", "H", "H", "H", "H", "H", "C", "C", "O", "C", "C", "O", "H", "H", "H", "H", "H", "H", "H", "H", "C", "C", "O", "C", "C", "O", "H", "H", "H", "H", "H", "H", "H", "H"], "positions_angstrom": [[4.7387, 4.3141, 0.5284], [3.7660, 3.2897, 1.1365], [2.0203, 3.6772, 0.6751], [2.1525, 4.0819, -1.1301], [1.6147, 5.4880, -1.4725], [1.0099, 2.1395, 0.8097], [1.4689, 0.9855, 1.4543], [2.6967, 0.9935, 2.0159], [0.7623, -0.2109, 1.5609], [1.4030, -1.3997, 2.2344], [1.1185, -1.5216, 3.7351], [2.3313, -1.1074, 4.5919], [0.8526, -2.9174, 3.9525], [-0.5169, -0.2411, 1.0091], [-1.0553, 0.8972, 0.3848], [-0.2979, 2.0742, 0.2919], [-0.9928, 3.4991, -0.5212], [-2.4437, 0.7432, -0.1673], [-3.2784, 1.5956, -0.1004], [-2.7150, -0.5926, -0.7693], [-3.4823, -0.7435, -1.9232], [-4.0714, 0.4661, -2.6107], [-5.5254, 0.7756, -2.1886], [-6.4233, 0.1235, -3.0991], [-5.7793, 2.2726, -2.2848], [-6.8441, 2.6844, -1.3277], [-3.6506, -2.0529, -2.4347], [-4.4073, -2.2386, -3.6373], [-3.1086, -3.1808, -1.7942], [-3.1878, -4.9231, -2.3348], [-4.0240, -5.1434, -3.9527], [-3.1980, -4.6222, -5.1550], [-1.4606, -5.4898, -2.7186], [-0.4086, -4.4053, -3.0397], [-2.4277, -2.9977, -0.5753], [-1.8883, -4.1758, 0.3794], [-0.5872, -4.6430, 0.2269], [-2.7481, -4.6428, 1.4577], [-3.7638, -5.6366, 1.0609], [-1.9541, -5.2429, 2.5486], [-2.1945, -1.7098, -0.1099], [-1.3842, -1.4464, 1.0930], [-1.3993, -2.1216, 2.0900], [5.6590, 4.3689, 1.0980], [5.0142, 3.9978, -0.4723], [4.2714, 5.2929, 0.4379], [3.9055, 3.2565, 2.2114], [4.0402, 2.3093, 0.7570], [1.5385, 3.3594, -1.6593], [3.1648, 3.9637, -1.5019], [2.4107, 6.2221, -1.5254], [0.8827, 5.7653, -0.7249], [1.1211, 5.4255, -2.4333], [1.0433, -2.3128, 1.7742], [2.4735, -1.3650, 2.0668], [0.2364, -0.9597, 4.0292], [2.8012, -1.9946, 5.0006], [3.0757, -0.5616, 4.0220], [2.0140, -0.4645, 5.4112], [0.3748, -3.0086, 4.7798], [-1.1166, 4.3338, 0.5214], [-3.4510, 1.3305, -2.4346], [-4.0879, 0.2797, -3.6816], [-5.6937, 0.4331, -1.1700], [-7.0441, -0.4206, -2.6102], [-6.0622, 2.5096, -3.3080], [-4.8779, 2.8222, -2.0331], [-7.4066, 1.8693, -1.1253], [-7.4385, 3.3664, -1.7789], [-4.1624, -1.5648, -4.3457], [-5.3902, -2.1420, -3.4372], [-4.1797, -6.2053, -4.1305], [-4.9946, -4.6680, -3.9682], [-2.3849, -5.3032, -5.3900], [-2.7281, -3.6825, -4.8910], [-3.8150, -4.4609, -6.0336], [-1.5779, -6.1825, -3.5456], [-1.1461, -6.0715, -1.8606], [-0.8194, -3.4028, -3.0531], [0.3951, -4.4689, -2.3182], [0.0283, -4.6141, -4.0134], [-0.0206, -4.3777, 0.9584], [-3.3356, -6.4435, 0.4619], [-4.5391, -5.1911, 0.4507], [-4.2023, -6.0756, 1.9523], [-1.0452, -4.6902, 2.7592], [-2.5853, -5.2384, 3.4371], [-1.7543, -6.2905, 2.3251], [3.6525, 8.9996, -5.1671], [3.1917, 7.5705, -5.3662], [2.0922, 7.2387, -4.5161], [0.8073, 7.4923, -4.8363], [0.4980, 8.3898, -6.0133], [-0.0590, 7.0479, -4.1364], [2.8730, 9.7144, -5.4315], [4.5293, 9.2052, -5.7816], [3.9098, 9.1684, -4.1217], [2.9526, 7.3540, -6.4086], [3.9863, 6.8840, -5.0785], [0.3744, 9.4089, -5.6498], [-0.4390, 8.0570, -6.4522], [1.2521, 8.3771, -6.7964], [0.8767, -9.8972, 5.1256], [1.1775, -10.5017, 3.7695], [0.0387, -10.4795, 2.9082], [-0.2882, -9.4136, 2.1481], [0.4029, -8.0910, 2.3869], [-1.1686, -9.5280, 1.3423], [0.6102, -8.8431, 5.0459], [1.7436, -9.9833, 5.7813], [0.0351, -10.4130, 5.5876], [2.0351, -10.0292, 3.2880], [1.4242, -11.5561, 3.8825], [-0.1994, -7.5045, 3.0763], [0.4646, -7.5643, 1.4372], [1.4150, -8.1771, 2.7762], [6.1050, 5.6436, 5.9041], [5.8754, 7.1114, 5.6075], [6.0380, 7.4094, 4.2202], [5.0462, 7.2675, 3.3161], [3.7885, 6.5247, 3.7052], [5.2183, 7.6800, 2.2035], [5.3750, 5.0120, 5.3976], [6.0354, 5.4565, 6.9760], [7.0939, 5.3417, 5.5592], [4.9050, 7.4580, 5.9659], [6.6287, 7.7121, 6.1145], [3.8968, 5.4803, 3.4146], [2.9559, 6.9551, 3.1547], [3.5414, 6.5824, 4.7626]], "forces_ev_per_a": [[-0.513, -0.194, -0.203], [0.504, -0.486, -0.606], [-0.229, 1.112, 0.656], [-0.416, -0.148, -0.208], [0.172, -0.817, 0.113], [0.574, -0.747, -0.281], [-0.485, -0.025, -0.197], [-0.051, -0.030, 0.068], [0.080, 0.131, 0.255], [-0.237, 0.128, -0.194], [0.647, -0.616, 0.228], [-0.411, 0.384, 0.018], [-0.057, -0.036, -0.062], [0.066, 0.796, -0.254], [0.619, -0.020, 0.150], [-0.294, 0.071, 0.423], [-0.068, 0.111, -0.471], [0.637, -0.629, 0.040], [-0.829, 0.819, 0.083], [0.044, -0.204, -0.276], [0.134, -0.273, 0.248], [-0.336, -0.718, -0.060], [0.613, 0.533, -0.640], [-0.143, -0.365, 0.157], [-0.472, 0.246, 0.902], [0.475, -0.216, -0.559], [-0.069, 0.321, -0.097], [0.277, -0.441, 0.215], [0.268, 0.763, -0.367], [-0.840, -1.125, 0.661], [0.758, 0.600, -1.177], [0.006, 0.047, 0.554], [0.019, 0.915, 0.169], [-0.034, -0.769, -0.289], [0.111, -0.805, 0.154], [-0.896, 0.195, 0.324], [0.180, 0.800, -0.003], [1.005, -0.811, -0.288], [-0.077, 0.388, -0.144], [-0.968, -0.040, -0.150], [-0.330, 0.055, -0.557], [0.204, 0.474, -0.181], [0.167, -0.732, 0.430], [0.054, 0.188, 0.210], [0.063, 0.054, -0.161], [0.229, 0.271, 0.172], [-0.341, -0.010, 0.203], [0.121, -0.116, 0.073], [0.047, -0.197, -0.062], [0.154, -0.143, 0.121], [0.055, 0.182, 0.095], [-0.117, 0.356, 0.039], [-0.079, 0.324, -0.192], [-0.135, -0.067, -0.097], [0.175, 0.012, -0.008], [-0.135, 0.187, -0.215], [0.064, -0.153, 0.044], [0.056, 0.114, -0.100], [0.078, -0.022, 0.166], [-0.052, -0.029, 0.085], [0.125, -0.209, 0.198], [0.140, 0.171, 0.065], [-0.032, 0.189, -0.153], [0.000, 0.001, 0.176], [-0.060, 0.024, 0.058], [0.093, -0.080, -0.243], [0.143, 0.052, 0.047], [-0.299, 0.098, 0.026], [-0.175, -0.003, 0.157], [-0.118, 0.176, -0.026], [-0.182, 0.166, -0.151], [-0.064, -0.246, 0.458], [-0.165, 0.055, 0.293], [-0.018, -0.193, -0.200], [-0.017, 0.265, -0.099], [-0.047, -0.089, -0.165], [-0.048, -0.149, -0.101], [0.092, -0.095, 0.102], [-0.001, 0.172, 0.062], [0.122, 0.247, 0.215], [0.051, 0.158, -0.178], [0.116, -0.379, 0.124], [0.080, -0.177, 0.072], [-0.176, 0.190, -0.017], [-0.166, 0.061, 0.161], [0.082, 0.082, 0.057], [0.071, 0.086, 0.230], [0.360, -0.098, -0.039], [-0.115, 0.063, 0.057], [0.151, 0.143, -0.090], [0.033, -0.233, 0.073], [-0.076, 0.257, -0.023], [0.055, -0.278, -0.267], [-0.003, -0.056, 0.003], [0.011, -0.009, -0.067], [0.010, -0.017, 0.002], [0.046, -0.035, -0.004], [-0.040, 0.034, 0.008], [-0.058, -0.049, 0.065], [0.008, 0.017, 0.010], [-0.082, 0.060, 0.132], [0.048, 0.107, 0.075], [-0.105, 0.084, -0.022], [0.101, 0.048, 0.177], [-0.005, -0.222, -0.109], [-0.085, 0.251, 0.065], [0.450, -0.144, -0.233], [-0.010, -0.062, -0.002], [0.065, 0.018, -0.011], [0.006, -0.017, -0.004], [0.030, -0.048, 0.006], [-0.030, 0.042, 0.001], [-0.069, -0.029, -0.061], [0.019, 0.010, 0.054], [-0.211, 0.044, 0.013], [-0.076, -0.006, 0.133], [-0.024, -0.064, -0.122], [-0.011, -0.134, 0.168], [0.122, 0.210, -0.020], [-0.116, -0.242, -0.061], [-0.189, 0.329, 0.179], [0.051, 0.037, -0.013], [-0.049, 0.017, 0.046], [0.009, 0.014, 0.007], [0.025, 0.033, 0.041], [-0.019, -0.033, -0.035], [0.029, 0.043, -0.082], [-0.011, -0.020, -0.006], [0.064, -0.090, -0.172], [0.094, -0.136, 0.006]]}

{"formula": "C5H9N", "method": "ωB97M-V/def2-TZVPD", "energy_ha": -250.59451, "orbital_gap_ha": 0.355, "smiles": "C=N/C=C/CC", "relative_energy_kcal_mol": 45.4, "elements": ["C", "N", "C", "C", "C", "C", "H", "H", "H", "H", "H", "H", "H", "H", "H"], "positions_angstrom": [[-1.2840, 2.0697, 1.5117], [-0.9083, 0.9504, 1.9684], [-0.3300, 0.0031, 1.0620], [-0.6533, -0.2091, -0.2094], [0.1129, -1.2494, -1.0091], [1.5981, -0.8578, -1.0874], [-1.3428, 2.9103, 2.2036], [-1.7092, 2.2658, 0.5211], [0.4801, -0.5596, 1.5108], [-1.5117, 0.3072, -0.6236], [-0.0572, -2.2384, -0.5851], [-0.3182, -1.2575, -2.0120], [2.1145, -1.1888, -1.9868], [2.1504, -1.1774, -0.2031], [1.6588, 0.2315, -1.0611]], "forces_ev_per_a": [[-1.052, 0.040, 0.642], [1.707, 0.476, -0.350], [-1.039, 0.030, -0.188], [0.019, -0.731, 0.764], [-0.307, 0.781, -0.483], [-0.026, 0.306, 0.257], [-0.537, -0.170, 0.157], [0.914, -0.049, -0.409], [-0.030, 0.030, 0.148], [0.080, -0.023, -0.256], [0.166, -0.057, -0.006], [0.113, -0.155, -0.041], [-0.072, -0.275, 0.053], [0.020, -0.214, -0.086], [0.045, 0.011, -0.202]]}

{"formula": "C24H28ClGeN4RuS", "method": "ωB97M-V/def2-TZVPD", "s2": 0.779, "energy_ha": -4180.48735, "multiplicity": 2, "orbital_gap_ha": [0.233, 0.219], "elements": ["Ru", "N", "C", "S", "N", "N", "C", "C", "C", "C", "C", "C", "C", "C", "C", "C", "C", "C", "N", "H", "H", "H", "H", "H", "H", "H", "H", "H", "H", "H", "Cl", "C", "C", "C", "C", "C", "C", "C", "H", "H", "H", "H", "H", "H", "C", "Ge", "C", "C", "C", "H", "H", "H", "H", "H", "H", "H", "H", "H", "H", "H"], "positions_angstrom": [[1.0197, 0.5255, -0.9901], [3.9424, 1.2271, 2.3291], [2.8953, 0.9293, 1.5258], [3.2524, 0.8560, -0.1870], [1.7238, 0.7617, 2.0704], [0.7200, 0.5062, 1.2520], [-0.5201, 0.5186, 1.6653], [-0.8858, 0.8601, 3.0538], [-0.2074, 0.2975, 4.1362], [-0.5244, 0.6612, 5.4338], [-1.5208, 1.5954, 5.6773], [-2.1941, 2.1698, 4.6094], [-1.8807, 1.8068, 3.3106], [-1.4983, 0.2244, 0.6422], [-2.8628, 0.0230, 0.8960], [-3.7266, -0.2662, -0.1335], [-3.2248, -0.3820, -1.4273], [-1.8675, -0.2201, -1.6059], [-1.0259, 0.0760, -0.6126], [4.8588, 1.1253, 1.9297], [3.8358, 1.0236, 3.3101], [0.5610, -0.4373, 3.9503], [0.0110, 0.2134, 6.2611], [-1.7692, 1.8797, 6.6914], [-2.9641, 2.9099, 4.7862], [-2.3892, 2.2849, 2.4824], [-3.2136, 0.0901, 1.9151], [-4.7813, -0.4164, 0.0548], [-3.8652, -0.6231, -2.2634], [-1.4267, -0.3341, -2.5877], [1.0316, 2.3098, -6.7361], [0.8634, 2.3081, -5.0151], [-0.4120, 2.2790, -4.4463], [-0.5534, 2.3292, -3.0827], [0.5744, 2.4392, -2.2202], [0.4325, 2.6259, -0.7992], [1.8508, 2.4273, -2.8353], [1.9886, 2.3630, -4.2149], [-1.2823, 2.2314, -5.0876], [-1.5461, 2.3402, -2.6504], [-0.5657, 2.8660, -0.4443], [1.2173, 3.1773, -0.2912], [2.7322, 2.5468, -2.2190], [2.9706, 2.3859, -4.6673], [1.7844, -4.6213, -1.5835], [0.6606, -3.1848, -0.8022], [-1.1777, -3.4828, -1.4691], [0.6392, -3.3322, 1.1648], [1.4174, -1.5007, -1.4416], [1.4311, -5.6150, -1.3008], [2.8222, -4.5216, -1.2643], [1.7533, -4.5483, -2.6717], [-1.4666, -4.5259, -1.3297], [-1.2374, -3.2588, -2.5356], [-1.8991, -2.8568, -0.9424], [0.4608, -4.3654, 1.4660], [-0.1578, -2.7088, 1.5749], [1.5867, -3.0067, 1.5950], [1.1052, -1.3683, -2.5004], [2.5044, -1.6182, -1.4253]], "forces_ev_per_a": [[-0.832, 0.103, 3.076], [-0.133, -0.190, 0.285], [0.304, 0.008, -1.681], [0.208, 0.049, -0.018], [-0.061, 0.107, 1.401], [-0.318, 0.285, -2.591], [1.110, 0.032, 0.326], [-0.083, 0.045, 0.325], [-0.121, -0.146, -0.079], [-0.031, -0.022, 0.040], [-0.002, 0.032, -0.054], [-0.069, 0.042, 0.074], [0.162, -0.044, -0.167], [-0.636, -0.475, -0.649], [0.436, 0.114, 0.391], [-0.060, -0.071, -0.453], [-0.136, 0.002, 0.331], [-0.176, -0.069, -0.048], [-0.234, 0.237, -1.143], [0.008, 0.047, -0.006], [-0.008, 0.068, -0.003], [0.035, 0.014, 0.017], [-0.007, -0.018, -0.008], [0.013, -0.001, 0.003], [0.008, 0.001, 0.003], [-0.029, 0.003, 0.002], [-0.044, 0.002, -0.005], [0.010, 0.006, 0.065], [0.030, 0.009, -0.023], [0.064, -0.014, 0.041], [-0.030, -0.050, -0.081], [0.441, 0.031, 0.303], [-0.286, -0.077, 0.125], [0.042, -0.064, -0.175], [0.023, 0.619, 0.054], [0.383, -0.134, 0.311], [-0.098, -0.433, 0.560], [-0.150, -0.136, -0.555], [0.016, 0.008, -0.010], [0.004, 0.040, 0.027], [-0.042, -0.139, -0.007], [-0.005, 0.053, -0.058], [-0.053, 0.125, 0.008], [-0.008, -0.005, -0.001], [-0.238, 0.054, 0.205], [0.180, 0.065, -0.272], [0.123, 0.001, 0.123], [-0.005, 0.032, -0.194], [0.242, 0.146, 0.263], [0.000, 0.010, 0.016], [-0.003, 0.037, 0.009], [0.010, 0.031, 0.000], [0.011, -0.003, 0.023], [0.010, 0.018, 0.000], [0.000, -0.031, 0.005], [-0.026, 0.005, 0.010], [0.005, 0.013, 0.023], [0.017, 0.029, -0.032], [0.043, -0.199, -0.013], [-0.016, -0.202, -0.116]]}

{"formula": "C3F5N", "method": "ωB97M-V/def2-TZVPD", "energy_ha": -668.14977, "orbital_gap_ha": [0.303, 0.303], "relative_energy_kcal_mol": 124.1, "elements": ["C", "C", "C", "N", "F", "F", "F", "F", "F"], "positions_angstrom": [[1.2702, 0.7170, 0.6157], [0.8785, -0.4201, -0.0960], [-1.2056, 0.4961, -0.0779], [-0.4450, -0.5540, -0.1509], [2.5074, 1.1307, 0.3936], [1.6313, -1.3909, -0.5994], [-1.2043, 1.4066, -1.0244], [-2.2807, 0.5594, 0.6478], [-1.1520, -1.9448, 0.2913]], "forces_ev_per_a": [[-0.376, 0.913, 0.778], [-0.089, -1.021, 0.123], [-0.288, 0.328, -0.511], [-0.312, -0.607, -0.137], [-0.267, -0.474, -0.305], [-0.250, 0.349, -0.218], [-0.001, -0.431, 0.619], [0.985, -0.249, -0.352], [0.598, 1.191, 0.002]]}

{"formula": "C5H7NO", "method": "ωB97M-V/def2-TZVPD", "energy_ha": -324.68644, "orbital_gap_ha": 0.330, "smiles": "Cc1cc(N)co1", "relative_energy_kcal_mol": 23.9, "elements": ["C", "C", "C", "C", "N", "C", "O", "H", "H", "H", "H", "H", "H", "H"], "positions_angstrom": [[-1.6706, -1.6114, 0.4514], [-0.4699, -0.7242, 0.4634], [0.1051, -0.2045, -0.6388], [1.0083, 0.8240, -0.2389], [1.6168, 1.5908, -1.2411], [0.9991, 0.7805, 1.1256], [0.0771, -0.1708, 1.5670], [-1.5579, -2.5663, 0.9687], [-1.8639, -1.8197, -0.6076], [-2.5579, -1.0972, 0.8413], [-0.0892, -0.5146, -1.6507], [0.9970, 1.6811, -2.0390], [2.0425, 2.4732, -1.0032], [1.3268, 1.4226, 1.9235]], "forces_ev_per_a": [[0.029, -0.097, 0.101], [-0.059, 0.000, -0.444], [-0.095, -0.132, -0.203], [-0.190, -0.208, 0.220], [0.181, 0.013, 0.074], [-0.458, 0.270, -0.097], [-0.130, 0.130, -0.272], [0.078, 0.128, 0.098], [-0.026, -0.070, 0.281], [0.229, -0.083, 0.071], [-0.122, 0.089, -0.119], [0.300, 0.084, 0.210], [-0.120, -0.098, 0.239], [0.384, -0.025, -0.159]]}